## P
{
  "formula": "C5H11N",
  "method": "the ωB97M-V functional and the def2-TZVPD basis",
  "homo_energy_ev": -9.188,
  "smiles": "C=CC(C)(C)N",
  "total_charge": 0,
  "homo_lumo_gap_ev": 10.23,
  "symbols": ["C", "C", "C", "C", "C", "N", "H", "H", "H", "H", "H", "H", "H", "H", "H", "H", "H"],
  "positions_angstrom": [[-1.55, -0.78, 1.45], [-1.20, -0.39, 0.19], [0.13, 0.23, -0.23], [1.26, 0.17, 0.74], [0.64, -0.52, -1.48], [-0.04, 1.66, -0.54], [-0.83, -0.79, 2.28], [-2.46, -1.33, 1.58], [-1.89, -0.50, -0.65], [2.12, 0.69, 0.34], [1.06, 0.58, 1.73], [1.55, -0.86, 0.98], [0.05, -0.24, -2.42], [0.68, -1.67, -1.39], [1.70, -0.11, -1.58], [-0.79, 1.69, -1.24], [-0.43, 2.18, 0.23]],
  "lowdin_charge": [0.02, -0.12, -0.68, -0.10, -0.07, 0.06, 0.06, 0.04, 0.10, 0.08, 0.08, 0.09, 0.09, 0.11, 0.10, 0.07, 0.07]
}


## Q
{
  "formula": "C5H11N",
  "method": "the ωB97M-V functional and the def2-TZVPD basis",
  "homo_energy_ev": -8.020,
  "smiles": "CC(C)=C(C)N",
  "total_charge": 0,
  "homo_lumo_gap_ev": 9.01,
  "symbols": ["C", "C", "C", "C", "C", "N", "H", "H", "H", "H", "H", "H", "H", "H", "H", "H", "H"],
  "positions_angstrom": [[-1.22, -1.10, -1.17], [-0.13, -0.70, -0.17], [0.74, -1.69, 0.58], [0.04, 0.59, 0.15], [1.36, 1.14, 0.56], [-0.89, 1.65, -0.03], [-1.27, -2.18, -1.22], [-0.91, -0.54, -2.15], [-2.24, -0.65, -0.95], [1.75, -1.54, 0.78], [0.72, -2.74, 0.27], [0.21, -1.61, 1.54], [1.12, 1.58, 1.54], [2.12, 0.30, 0.78], [1.68, 1.99, -0.03], [-0.83, 2.14, 0.87], [-0.81, 2.19, -0.90]],
  "lowdin_charge": [-0.06, -0.29, -0.06, -0.43, -0.07, 0.05, 0.06, 0.10, 0.08, 0.03, 0.07, 0.10, 0.07, 0.09, 0.07, 0.08, 0.09]
}


## R
{
  "formula": "C5H11N",
  "method": "the ωB97M-V functional and the def2-TZVPD basis",
  "homo_energy_ev": -7.342,
  "smiles": "C/C=C(\\C)NC",
  "total_charge": 0,
  "homo_lumo_gap_ev": 8.42,
  "symbols": ["C", "C", "C", "C", "N", "C", "H", "H", "H", "H", "H", "H", "H", "H", "H", "H", "H"],
  "positions_angstrom": [[-0.30, -1.75, 1.54], [0.29, -0.79, 0.55], [-0.32, 0.27, -0.01], [-1.79, 0.46, -0.26], [0.42, 1.09, -0.84], [1.84, 1.05, -1.07], [-0.10, -1.42, 2.56], [0.05, -2.77, 1.41], [-1.39, -1.71, 1.46], [1.25, -1.08, 0.12], [-2.11, 1.45, 0.09], [-2.06, 0.51, -1.30], [-2.32, -0.30, 0.31], [-0.04, 1.96, -1.09], [2.10, 0.04, -1.39], [2.46, 1.26, -0.19], [2.01, 1.74, -1.89]],
  "lowdin_charge": [-0.11, -0.14, -0.36, -0.04, -0.09, -0.11, 0.07, 0.07, 0.05, 0.08, 0.08, 0.08, 0.06, 0.11, 0.07, 0.08, 0.08]
}


Verdict on stability: P comes out on top.


## P
{
  "formula": "C5H11N",
  "method": "the ωB97M-V functional and the def2-TZVPD basis",
  "homo_energy_ev": -8.780,
  "smiles": "C=C(CC)NC",
  "total_charge": 0,
  "homo_lumo_gap_ev": 9.89,
  "symbols": ["C", "C", "C", "C", "N", "C", "H", "H", "H", "H", "H", "H", "H", "H", "H", "H", "H"],
  "positions_angstrom": [[-1.25, 1.09, -0.11], [-0.01, 0.62, 0.04], [0.70, -0.38, -0.90], [0.07, -0.43, -2.27], [0.64, 0.60, 1.32], [0.25, -0.55, 2.18], [-1.73, 1.39, 0.82], [-1.72, 1.28, -1.07], [0.83, -1.21, -0.21], [1.68, 0.09, -0.93], [0.16, -1.41, -2.77], [0.49, 0.34, -2.88], [-1.02, -0.44, -2.21], [0.33, 1.43, 1.82], [0.25, -0.16, 3.19], [-0.71, -0.96, 1.86], [1.03, -1.30, 2.11]],
  "lowdin_charge": [0.04, -0.39, -0.20, -0.11, -0.08, -0.10, 0.06, 0.05, 0.10, 0.11, 0.07, 0.07, 0.06, 0.09, 0.07, 0.08, 0.07]
}


## Q
{
  "formula": "C5H11N",
  "method": "the ωB97M-V functional and the def2-TZVPD basis",
  "homo_energy_ev": -8.080,
  "smiles": "C=C(N)CCC",
  "total_charge": 0,
  "homo_lumo_gap_ev": 9.21,
  "symbols": ["C", "C", "N", "C", "C", "C", "H", "H", "H", "H", "H", "H", "H", "H", "H", "H", "H"],
  "positions_angstrom": [[1.61, 0.07, -0.67], [0.98, -0.78, 0.15], [1.55, -1.87, 0.78], [-0.48, -0.58, 0.52], [-1.05, 0.83, 0.55], [-1.33, 1.42, -0.85], [1.11, 0.97, -0.94], [2.66, -0.06, -0.92], [0.93, -2.56, 1.17], [2.36, -2.23, 0.31], [-0.64, -1.03, 1.51], [-1.09, -1.17, -0.16], [-0.39, 1.46, 1.14], [-2.02, 0.80, 1.03], [-2.40, 1.59, -0.97], [-0.98, 0.75, -1.63], [-0.82, 2.37, -1.01]],
  "lowdin_charge": [0.03, -0.43, 0.08, -0.19, -0.25, -0.12, 0.03, 0.05, 0.08, 0.09, 0.11, 0.12, 0.11, 0.09, 0.07, 0.06, 0.07]
}


Verdict on stability: Q comes out on top.


## P
{
  "formula": "C4H12N2O2",
  "method": "the ωB97M-V functional and the def2-TZVPD basis",
  "homo_energy_ev": -8.804,
  "smiles": "NCCCNC=O.O",
  "total_charge": 0,
  "homo_lumo_gap_ev": 9.66,
  "symbols": ["N", "C", "C", "C", "N", "C", "O", "H", "H", "H", "H", "H", "H", "H", "H", "H", "H", "O", "H", "H"],
  "positions_angstrom": [[-2.12, 0.22, 0.72], [-1.86, -0.12, -0.66], [-0.35, -0.45, -1.04], [0.53, 0.72, -1.33], [1.31, 1.21, -0.11], [2.34, 0.33, 0.23], [2.60, 0.18, 1.38], [-1.67, -0.54, 1.24], [-1.92, 1.19, 1.01], [-2.45, -1.04, -0.94], [-2.26, 0.57, -1.34], [0.09, -1.28, -0.45], [-0.38, -0.94, -2.07], [0.03, 1.57, -1.78], [1.30, 0.29, -1.95], [0.80, 1.49, 0.75], [2.69, -0.17, -0.70], [0.14, -1.14, 2.13], [0.19, -0.56, 2.90], [0.99, -1.52, 2.02]],
  "lowdin_charge": [-0.02, -0.29, -0.20, -0.21, 0.02, -0.38, 0.02, 0.05, 0.08, 0.12, 0.08, 0.11, 0.12, 0.12, 0.09, 0.14, 0.14, -0.05, 0.07, 0.01]
}


## Q
{
  "formula": "C4H12N2O2",
  "method": "the ωB97M-V functional and the def2-TZVPD basis",
  "homo_energy_ev": -8.719,
  "total_charge": 0,
  "homo_lumo_gap_ev": 9.18,
  "symbols": ["N", "C", "O", "O", "H", "H", "C", "C", "C", "N", "H", "H", "H", "H", "H", "H", "H", "H", "H", "H"],
  "positions_angstrom": [[1.47, -2.50, 1.03], [0.71, -1.39, 0.66], [-0.26, -1.06, 1.42], [1.03, -0.81, -0.39], [2.37, -2.56, 0.58], [1.53, -2.66, 2.02], [-1.25, 0.94, -0.96], [-0.30, 2.00, -0.41], [0.75, 2.34, -1.46], [-2.00, 0.25, 0.13], [-1.94, 1.41, -1.66], [-0.68, 0.17, -1.48], [0.18, 1.63, 0.50], [-0.87, 2.90, -0.14], [1.30, 1.43, -1.70], [0.30, 2.73, -2.37], [1.45, 3.09, -1.08], [-1.21, -0.30, 0.69], [-2.54, 0.87, 0.71], [-2.61, -0.49, -0.22]],
  "lowdin_charge": [0.12, -0.77, -0.07, -0.04, 0.08, 0.08, -0.21, -0.25, -0.10, 0.14, 0.12, 0.11, 0.11, 0.11, 0.07, 0.07, 0.07, 0.05, 0.15, 0.15]
}


Verdict on stability: Q comes out on top.


## P
{
  "formula": "C4H12N2O2",
  "method": "the ωB97M-V functional and the def2-TZVPD basis",
  "homo_energy_ev": [-6.403, -6.146],
  "total_charge": 0,
  "homo_lumo_gap_ev": [7.16, 6.90],
  "symbols": ["C", "C", "C", "C", "N", "N", "O", "O", "H", "H", "H", "H", "H", "H", "H", "H", "H", "H", "H", "H"],
  "positions_angstrom": [[-0.47, 0.33, -0.01], [1.93, 1.15, -0.40], [0.41, -0.46, -0.75], [-1.48, 1.24, -0.63], [-1.17, -1.82, -0.28], [-1.33, -2.27, 1.03], [-0.31, 0.53, 1.31], [2.41, 0.71, 0.88], [0.63, 0.33, 1.54], [3.06, 0.01, 0.75], [-2.08, -1.48, -0.59], [-1.55, -1.53, 1.71], [-0.49, -2.76, 1.32], [2.65, 1.03, -1.21], [1.61, 2.18, -0.28], [0.32, -0.49, -1.82], [1.08, -1.13, -0.24], [-1.10, 2.26, -0.62], [-1.69, 0.95, -1.66], [-2.40, 1.21, -0.05]],
  "lowdin_charge": [-0.50, -0.13, -0.03, -0.01, -0.09, -0.08, 0.05, -0.15, 0.11, 0.09, 0.04, 0.06, 0.06, 0.06, 0.07, 0.10, 0.09, 0.09, 0.09, 0.09]
}


## Q
{
  "formula": "C4H12N2O2",
  "method": "the ωB97M-V functional and the def2-TZVPD basis",
  "homo_energy_ev": -8.078,
  "total_charge": 0,
  "homo_lumo_gap_ev": 7.72,
  "symbols": ["C", "C", "C", "C", "O", "H", "H", "H", "H", "H", "H", "H", "H", "H", "H", "N", "N", "O", "H", "H"],
  "positions_angstrom": [[1.00, 0.35, 0.09], [1.33, 0.02, -1.36], [1.65, 1.62, 0.62], [-0.88, 0.81, -0.05], [1.19, -0.68, 0.91], [0.49, -1.54, 0.62], [0.80, -0.89, -1.65], [1.05, 0.84, -2.02], [2.40, -0.17, -1.44], [2.73, 1.44, 0.73], [1.25, 1.86, 1.60], [1.50, 2.46, -0.06], [-1.37, 0.96, 0.91], [-1.39, 0.19, -0.79], [-0.72, 1.79, -0.50], [-2.69, -1.75, 0.52], [-1.47, -1.67, 0.99], [-0.63, -2.32, 0.30], [-3.38, -1.20, 1.01], [-2.87, -2.11, -0.42]],
  "lowdin_charge": [-0.62, -0.06, -0.05, -0.04, -0.10, 0.09, 0.07, 0.08, 0.08, 0.08, 0.08, 0.08, 0.03, 0.02, 0.03, 0.11, -0.07, -0.06, 0.12, 0.14]
}


## R
{
  "formula": "C4H12N2O2",
  "method": "the ωB97M-V functional and the def2-TZVPD basis",
  "homo_energy_ev": -9.062,
  "smiles": "C=C(C)ON.NCO",
  "total_charge": 0,
  "homo_lumo_gap_ev": 9.98,
  "symbols": ["C", "C", "C", "O", "N", "H", "H", "H", "H", "H", "H", "H", "N", "C", "O", "H", "H", "H", "H", "H"],
  "positions_angstrom": [[-1.75, -0.31, 1.93], [-1.67, -0.44, 0.63], [-2.05, -1.44, -0.39], [-0.91, 0.91, 0.26], [-0.70, 1.44, -1.03], [-2.10, -1.04, 2.63], [-1.25, 0.68, 2.16], [-2.73, -0.99, -1.11], [-1.17, -1.79, -0.92], [-2.54, -2.28, 0.10], [0.27, 1.76, -1.05], [-1.28, 2.28, -1.11], [1.83, -0.46, 0.40], [2.49, 0.18, -0.71], [2.54, 1.57, -0.50], [0.87, -0.14, 0.48], [1.84, -1.47, 0.31], [3.50, -0.24, -0.80], [1.99, 0.06, -1.69], [2.82, 1.71, 0.41]],
  "lowdin_charge": [0.04, -0.30, -0.04, -0.28, 0.03, 0.07, 0.11, 0.08, 0.08, 0.09, 0.05, 0.08, 0.03, -0.37, -0.08, 0.03, 0.07, 0.11, 0.11, 0.09]
}


Verdict on stability: R comes out on top.